No. 1
15
Properties=species:S:1:pos:R:3:lowdin_charge:R:1 method="wB97M-V/def2-TZVPD" homo_ev=-7.312 molar_mass_da=87.12 largest_force_ev_per_a=7.204 relative_energy_kj_mol=657.2 lumo_ha=0.0301
C -0.463 -0.975 -0.240 0.01
H -0.988 -1.875 -0.477 0.08
H -1.200 0.339 1.873 0.09
H 1.897 1.296 -0.558 0.09
H 0.608 1.794 0.543 0.08
C -1.635 0.193 0.889 -0.18
C 0.509 -0.209 -0.104 -0.18
H 1.423 -1.261 -2.183 -0.02
H -2.478 -0.499 0.933 0.08
H -2.685 1.366 -0.276 0.09
C 1.277 0.971 0.279 -0.06
H 2.345 -1.655 -0.881 -0.03
O -1.929 1.428 0.321 -0.09
H 1.927 0.756 1.130 0.09
N 1.393 -1.669 -1.248 -0.05

No. 2
132
Properties=species:S:1:pos:R:3:lowdin_charge:R:1 method="wB97M-V/def2-TZVPD" homo_ev=-8.965 molar_mass_da=870.98 largest_force_ev_per_a=8.404 lumo_ha=-0.0567
H -11.250 1.488 -2.701 0.10
H 6.352 -5.381 -0.942 0.11
C -7.233 4.721 0.594 -0.09
H 12.731 -2.753 -6.076 0.14
H -8.710 5.965 1.549 0.10
O 8.093 -3.315 0.458 -0.02
H -17.758 8.094 6.413 0.10
H 7.501 -6.901 -3.679 0.13
C -8.279 0.711 -0.336 -0.10
H 9.552 1.097 -1.697 0.11
C 6.194 -5.518 2.739 -0.10
O 8.679 -1.738 -3.920 0.03
O 11.969 -2.485 -2.869 -0.11
H -12.775 6.868 -2.023 0.10
H -5.246 0.465 -0.784 0.08
C 5.092 -7.337 4.543 -0.10
H 15.149 -4.428 -1.847 0.07
C -8.475 -0.055 -1.484 -0.10
C -9.147 1.763 -0.042 -0.11
C -13.054 6.237 1.791 -0.11
C 3.654 -0.463 2.040 -0.09
B 8.864 -1.737 -2.437 -0.41
H -3.881 4.897 1.135 0.10
C 11.824 -4.454 -0.918 -0.15
C 6.907 -5.888 3.879 -0.09
H 2.943 1.190 3.225 0.10
N 8.181 -0.624 -1.661 -0.17
H 2.240 -1.543 -0.858 0.10
H 3.387 -7.374 3.227 0.10
C -13.009 7.542 1.303 -0.11
C -2.213 0.727 0.734 -0.09
H 11.217 -6.880 -0.874 0.13
C -2.824 -1.591 0.431 -0.09
H -7.449 0.490 0.330 0.10
C 3.458 -1.230 0.892 -0.10
C -16.618 6.955 4.982 -0.09
H 14.838 -4.876 -4.124 0.11
H -1.511 1.476 1.087 0.09
H 7.824 -1.255 -4.148 0.11
C -7.653 5.732 1.458 -0.09
H -16.600 6.057 5.593 0.10
H -9.693 -0.369 -3.233 0.10
O 13.021 -4.393 -0.328 -0.02
C 8.234 -6.626 -0.442 -0.15
O 14.271 -2.759 -4.572 -0.21
H 4.665 -8.049 5.245 0.10
C -9.542 0.227 -2.337 -0.09
H -10.896 2.858 -0.662 0.09
C 1.518 0.098 0.337 -0.11
H -8.990 2.365 0.849 0.10
H -7.796 -0.873 -1.714 0.10
H -17.795 10.146 5.018 0.10
H -13.138 6.060 2.861 0.10
H 6.357 -1.978 -1.606 0.09
H 16.273 -3.716 -4.591 0.13
H 16.505 -3.147 -2.228 0.07
C -12.851 6.691 -0.953 -0.09
H -13.022 4.141 1.291 0.10
C 9.703 -2.881 -1.611 0.10
C -4.314 0.158 -0.316 -0.09
H 8.336 -5.275 -3.125 0.10
H -12.834 4.545 -1.150 0.09
H -15.519 8.125 1.983 0.09
C 6.656 -0.846 -1.643 -0.10
H 13.163 -4.484 -5.464 0.13
H 6.300 -7.260 -1.485 0.13
H 14.670 -2.544 -2.145 0.09
C -10.217 2.042 -0.893 -0.09
H 7.892 -5.466 4.065 0.10
C 11.754 -3.334 -4.085 -0.13
H 8.738 -7.597 -0.921 0.12
C 15.212 -3.767 -4.049 -0.23
H 7.897 -6.896 0.649 0.12
H -7.041 7.233 2.877 0.10
C 6.961 -6.266 -1.442 -0.19
C 8.931 -3.819 -0.460 -0.13
C -12.911 7.769 -0.071 -0.09
H 11.564 -4.441 -3.704 0.13
H -13.052 8.382 1.990 0.10
C 11.167 -3.216 -1.832 -0.06
C 4.927 -6.052 2.505 -0.10
H 6.281 -4.130 -3.299 0.06
H -5.549 3.640 -0.205 0.09
N 6.233 -5.139 -3.636 -0.07
C -12.990 5.158 0.910 -0.09
C 6.358 -6.800 4.780 -0.10
H 8.606 0.809 -3.353 0.09
C 4.375 -6.960 3.408 -0.10
H 4.137 -2.047 0.661 0.10
H -4.627 6.691 2.679 0.10
C 10.816 -5.781 -0.767 0.06
C -1.920 -0.629 0.882 -0.10
C -16.009 8.118 2.954 -0.10
H -7.965 4.164 0.013 0.08
C -17.287 9.254 4.660 -0.10
H -15.491 6.069 3.373 0.09
H 6.915 -7.092 5.666 0.10
H -3.634 2.177 0.010 0.08
C 15.386 -3.436 -2.425 -0.09
H 6.142 -0.332 -2.578 0.10
H 6.412 -5.041 -4.680 0.07
H 4.484 -0.684 2.706 0.10
H -16.663 10.166 2.810 0.10
C -6.714 6.444 2.205 -0.10
H 6.625 -4.812 2.034 0.08
H 4.370 -5.761 1.618 0.10
H 1.037 1.684 1.714 0.09
C -16.654 9.265 3.417 -0.09
C -3.408 1.120 0.131 -0.09
C -5.876 4.424 0.473 -0.09
H 10.809 -3.026 -4.701 0.13
C 9.355 -5.436 -0.544 -0.09
C 2.391 -0.948 0.038 -0.09
C -5.358 6.140 2.092 -0.10
H -2.595 -2.647 0.544 0.10
H -4.730 -1.947 -0.508 0.10
H 6.247 -0.349 -0.648 0.11
H -12.881 8.786 -0.452 0.10
C -4.023 -1.198 -0.163 -0.09
C -15.992 6.963 3.735 -0.10
H 7.675 1.519 -1.871 0.11
C 7.384 -5.938 -2.988 -0.27
C 1.716 0.867 1.483 -0.10
C -10.415 1.272 -2.039 -0.09
C 2.786 0.589 2.333 -0.09
C -12.886 5.385 -0.463 -0.10
C 13.040 -3.367 -5.101 -0.17
C 8.527 0.750 -2.188 -0.11
H 0.683 0.314 -0.325 0.10
C -4.938 5.132 1.225 -0.10
H -0.988 -0.935 1.348 0.10
C -17.267 8.101 5.443 -0.10

No. 3
13
Properties=species:S:1:pos:R:3:lowdin_charge:R:1 method="wB97M-V/def2-TZVPD" homo_ev=-9.325 molar_mass_da=111.10 largest_force_ev_per_a=8.826 relative_energy_kj_mol=700.2 lumo_ha=-0.0006
H -2.310 -0.820 1.312 0.13
O 2.724 -0.048 0.255 -0.12
N 0.749 1.030 -0.253 0.14
C -2.158 -0.665 0.125 -0.04
H -1.878 1.454 1.134 0.13
N 0.517 -1.305 -0.031 0.17
C 1.377 -0.193 -0.213 -0.39
H -3.331 -1.190 -0.166 0.19
C -0.690 -0.691 -0.258 -0.31
H -2.318 1.673 -0.491 0.14
N -0.580 0.602 -0.260 -0.15
C -1.799 0.869 0.189 -0.21
H 2.867 1.067 0.918 0.30

No. 4
15
Properties=species:S:1:pos:R:3:lowdin_charge:R:1 method="wB97M-V/def2-TZVPD" homo_ev=-9.389 molar_mass_da=117.11 largest_force_ev_per_a=8.897 relative_energy_kj_mol=936.7 lumo_ha=0.0145
H 1.746 1.392 1.630 0.12
C 0.384 -1.007 -0.815 -0.31
N -1.456 0.708 1.065 0.01
H 0.526 -2.043 -1.272 0.16
H -0.981 -0.014 -1.339 0.10
N -0.083 -0.245 -1.740 -0.02
H 1.199 0.410 2.499 0.14
H -2.186 -1.219 0.782 0.28
H 0.234 1.937 2.231 0.04
H 1.301 0.007 -3.249 0.18
C 0.651 1.149 1.794 -0.09
C -0.131 0.416 0.991 -0.43
O -2.049 -0.140 0.118 -0.24
O 0.353 -0.522 -3.165 -0.07
N 0.493 -0.829 0.472 0.13

No. 5
20
Properties=species:S:1:pos:R:3:lowdin_charge:R:1 method="wB97M-V/def2-TZVPD" homo_ev=-8.537 molar_mass_da=99.18 largest_force_ev_per_a=2.391 relative_energy_kj_mol=205.5 lumo_ha=0.0409
H -1.242 -0.253 -0.409 0.10
H 0.321 0.391 -1.652 0.09
H 1.106 2.481 -2.901 0.07
H 2.014 0.565 -1.469 0.11
C -1.493 -1.421 1.337 -0.22
H 0.470 -0.266 1.843 0.10
H 0.278 3.028 -1.279 0.07
H 1.565 -0.756 0.545 0.11
H -1.110 -3.595 1.575 0.05
H -0.073 1.546 0.390 0.10
N 0.832 1.112 0.224 -0.10
C 1.076 1.061 -1.211 -0.32
H -1.936 -0.670 1.990 0.10
H -0.381 -1.786 -0.471 0.11
C -0.664 -0.965 0.183 -0.19
C -1.673 -2.685 1.751 -0.01
H -2.700 -2.919 2.047 0.05
C 1.033 2.461 -1.823 -0.09
C 0.626 -0.248 0.766 -0.21
H 1.951 2.920 -1.433 0.07

No. 6
103
Properties=species:S:1:pos:R:3:lowdin_spin:R:1 method="wB97M-V/def2-TZVPD" homo_ev="-0.458 / -1.251" molar_mass_da=948.09 s_squared=8.92 largest_force_ev_per_a=0.429 multiplicity=6 total_charge=-2 lumo_ha="0.1348 / 0.1272"
H -3.287 4.478 3.214 0.00
H -8.119 0.538 2.646 0.00
N 0.834 0.184 0.802 0.00
C 5.835 5.918 4.769 0.00
C -5.465 -0.786 0.973 0.00
H -4.394 9.362 -5.531 0.00
C -3.909 6.480 -3.033 0.00
N -0.191 2.606 -0.119 -0.01
H -9.819 -0.498 3.598 0.00
H 4.129 3.470 -0.097 0.00
C -1.808 -3.130 1.253 0.06
O 6.047 5.460 3.446 0.00
C 1.004 -3.368 -0.257 0.03
O 2.476 -6.518 -2.680 0.01
H -1.562 5.353 1.202 0.00
H 2.961 -5.358 -4.340 0.00
H -4.114 5.350 -1.219 0.00
H -7.794 -3.273 0.727 0.00
H 3.870 -4.470 -1.802 0.00
H 5.893 4.872 0.978 0.00
C 4.113 3.643 0.975 0.00
C 1.001 3.107 0.362 0.07
C -3.018 2.554 -1.093 0.00
H 4.815 6.287 4.904 0.00
H -5.805 1.053 2.000 0.00
H -4.913 3.248 -2.106 0.00
C -2.038 5.893 -4.413 0.00
H 2.633 -7.087 -4.624 0.00
H 3.163 -2.046 1.559 0.00
C -4.422 2.547 -1.449 0.01
C 2.330 -6.207 -4.055 0.00
C 3.080 3.079 1.733 -0.01
C 0.452 -2.214 0.438 0.23
C 1.168 4.457 -0.092 0.01
C -3.940 0.813 -0.099 0.02
C -3.545 5.472 -2.136 0.01
C -7.555 -0.188 2.075 0.00
C -6.244 0.108 1.702 0.00
H -4.774 7.095 -2.817 0.00
C -3.072 -2.594 1.374 0.05
H -1.449 6.075 -5.306 0.00
H 6.538 6.730 4.937 0.00
H 0.022 -6.291 -1.781 0.00
C 0.193 -4.456 -0.676 0.06
C -4.416 8.593 -4.764 0.00
H 1.292 -5.958 -4.298 0.00
C -1.700 4.889 -3.520 0.01
H 3.026 -2.618 -0.452 0.01
C 1.263 -1.101 0.821 0.02
S -1.848 1.233 2.933 0.15
O -3.437 7.639 -5.118 0.00
H -1.034 4.743 2.597 0.00
C 2.354 -3.431 -0.690 0.06
S 0.649 3.846 6.327 0.24
C -0.764 3.580 -0.873 0.01
C -10.194 -0.796 2.617 0.00
C -2.067 3.543 -1.425 0.11
C -4.081 -0.401 0.572 0.03
H 2.332 2.830 3.723 0.00
C -2.450 4.642 -2.360 0.01
H -0.111 5.669 -1.402 0.00
H -5.416 8.153 -4.731 0.00
C 2.954 0.139 1.662 0.00
H -0.834 4.265 -3.715 0.00
O -9.383 -1.786 2.023 0.00
C 5.101 4.417 1.564 0.00
H -3.938 -3.069 1.810 0.00
S -0.883 3.315 5.213 0.35
C 1.928 2.360 1.104 -0.08
C 1.863 0.969 1.259 0.07
C -8.106 -1.408 1.715 0.00
C 3.106 3.275 3.107 0.00
H -0.853 -4.463 -0.407 0.01
C -3.006 -1.277 0.850 0.05
N -1.795 5.265 2.177 0.00
C -7.347 -2.323 0.999 0.00
C -0.982 -2.120 0.690 0.06
S -0.268 1.745 4.038 0.29
C 0.101 4.739 -0.892 0.06
C -3.153 6.686 -4.175 0.01
H -5.480 -2.722 0.048 0.00
H -2.805 3.529 2.003 0.00
C 0.681 -5.489 -1.462 -0.01
C 2.596 -1.147 1.363 0.06
N -2.754 1.476 -0.317 0.05
C 4.086 4.058 3.714 0.00
C 5.068 4.649 2.934 0.00
H -6.029 1.191 -0.838 0.00
C 2.836 -4.470 -1.472 -0.01
H 1.991 5.113 0.154 0.00
H -4.201 9.048 -3.794 0.00
H 6.019 5.127 5.504 0.00
C -4.994 1.501 -0.800 -0.01
H -11.181 -1.234 2.734 0.00
C 2.003 -5.503 -1.864 0.06
H 3.887 0.495 2.082 0.00
H -1.478 -4.105 1.583 0.00
N -3.005 4.496 2.246 0.00
H -10.267 0.093 1.985 0.00
H 4.043 4.203 4.786 0.00
N -1.705 -1.002 0.483 0.01
C -6.047 -2.013 0.636 0.00
Mn -0.995 0.862 0.384 2.84

No. 7
14
Properties=species:S:1:pos:R:3:lowdin_charge:R:1 method="wB97M-V/def2-TZVPD" homo_ev=-9.158 molar_mass_da=84.12 largest_force_ev_per_a=2.724 relative_energy_kj_mol=203.3 lumo_ha=0.0335
H 1.456 0.867 -1.321 0.08
H -0.814 1.718 -0.779 0.07
O -1.147 -0.952 -1.905 0.15
C 0.592 0.934 0.625 -0.26
H 1.607 -0.615 -0.487 0.08
C -1.191 -1.240 -0.772 -0.30
H -1.457 -2.896 0.461 0.06
H -1.251 1.868 1.001 0.06
H 2.673 0.648 -0.139 0.07
C 1.608 0.469 -0.311 -0.13
H 0.850 0.813 1.671 0.10
H -1.129 -1.252 1.300 0.05
C -0.570 1.476 0.254 -0.02
C -1.227 -1.838 0.402 0.00